{
  "formula": "CH3F2NS",
  "method": "ωB97M-V/def2-TZVPD",
  "total_energy_ha": -692.3686,
  "molar_mass_g_mol": 99.1,
  "e_lumo_ev": [-0.5, -0.3],
  "gap_ev": [9.104, 9.123],
  "max_force_ev_per_a": 3.2,
  "relative_energy_kcal_mol": 96.0,
  "elements": ["C", "N", "F", "F", "S", "H", "H", "H"],
  "coordinates": [[-1.67306, 0.48058, -0.07810], [-1.22327, 0.43993, 1.19317], [2.65174, 0.23883, -0.65916], [3.00934, -2.10584, 0.05514], [2.43580, -0.67737, 0.67083], [-2.53698, -0.14042, -0.27255], [-0.74149, 0.27575, -0.79687], [-1.92207, 1.48853, -0.11245]],
  "forces_ev_per_angstrom": [[2.4, -1.6, -1.3], [0.7, -0.7, 1.9], [-0.1, -0.6, 0.8], [-0.6, 1.5, 0.6], [0.6, -0.9, -1.5], [-0.3, -0.4, -0.4], [-1.9, 0.3, 0.9], [-0.8, 2.4, -1.1]]
}


{
  "formula": "CH3F2OP",
  "method": "ωB97M-V/def2-TZVPD",
  "total_energy_ha": -656.1534,
  "molar_mass_g_mol": 100.0,
  "e_lumo_ev": [-2.2, -2.2],
  "gap_ev": [7.531, 7.542],
  "max_force_ev_per_a": 4.9,
  "relative_energy_kcal_mol": 93.6,
  "elements": ["C", "O", "F", "F", "P", "H", "H", "H"],
  "coordinates": [[0.03903, -0.05528, 0.25043], [0.45381, -0.04655, 1.64306], [-1.99535, -1.92199, 1.45518], [0.72375, -0.55321, 3.83389], [0.61137, -1.34314, 2.41542], [-1.11674, -0.00782, 0.18085], [0.33120, -0.92668, -0.15154], [0.41044, 0.83298, -0.34256]],
  "forces_ev_per_angstrom": [[-3.2, 3.8, -0.3], [-0.1, 1.2, -1.4], [2.0, 0.5, 0.7], [-0.1, -1.6, -1.3], [-1.7, 0.5, 2.0], [1.9, -0.3, 0.7], [1.0, -3.0, -1.7], [0.1, -1.0, 1.3]]
}